C13H22S | wB97M-V/def2-TZVPD

Output
- total charge = 0
- gap between HOMO and LUMO (alpha / beta) (eV) = 7.801 / 5.957
- spin multiplicity = 1
- energy relative to the best compared isomer or geometry (same formula, charge and spin) (kJ/mol) = 621.2

Each line ends with the natural charge from an NBO analysis.
Cartesian coordinates (Å):
C1 3.880 0.359 -1.657  -0.90
C2 4.930 0.949 0.834  -0.81
C3 -1.863 -1.856 0.481  -0.40
C4 -0.379 -1.612 0.118  -0.39
C5 -0.575 0.325 -1.671  -0.37
C6 -2.636 -0.853 -0.372  -0.23
C7 -1.691 0.233 -0.733  -0.05
C8 -0.278 -0.125 -0.226  -0.12
C9 -2.880 0.597 0.059  0.00
C10 -4.014 1.314 -0.647  -0.60
C11 -2.719 1.019 1.501  -0.61
C12 3.616 -1.429 0.415  -0.73
C13 0.470 0.741 0.616  -0.34
S1 3.530 0.372 0.029  0.93
H1 4.324 1.292 -1.973  0.21
H2 2.974 0.129 -2.211  0.20
H3 4.837 0.823 1.905  0.20
H4 5.156 1.969 0.556  0.21
H5 -2.167 -2.879 0.252  0.21
H6 -2.029 -1.692 1.546  0.20
H7 0.288 -1.876 0.937  0.21
H8 -0.110 -2.214 -0.753  0.20
H9 -0.513 -0.413 -2.459  0.22
H10 -0.203 1.302 -1.947  0.22
H11 -3.321 -1.268 -1.100  0.21
H12 -4.052 1.041 -1.699  0.21
H13 -3.883 2.393 -0.577  0.21
H14 -4.965 1.053 -0.184  0.21
H15 -2.573 2.097 1.558  0.21
H16 -1.858 0.541 1.961  0.22
H17 -3.613 0.761 2.067  0.21
H18 3.023 -1.948 -0.332  0.24
H19 4.659 -1.727 0.361  0.25
H20 3.212 -1.598 1.409  0.22
H21 0.868 0.394 1.549  0.18
H22 0.554 1.786 0.390  0.19

---

C13H23AsMgN2O6S3Se2Te2 | wB97M-V/def2-TZVPD

Output
- total charge = -2
- gap between HOMO and LUMO (eV) = 5.006
- spin multiplicity = 1

Each line ends with the natural charge from an NBO analysis.
Cartesian coordinates (Å):
Mg1 1.120 -0.486 1.121  1.71
Se1 2.365 0.671 -0.616  -0.37
Te1 3.223 2.523 -2.135  -0.50
Te2 3.318 3.891 1.820  -0.48
Se2 1.993 1.740 1.474  -0.44
O1 2.164 -4.493 0.273  -1.03
As1 1.651 -2.807 -0.007  2.33
O2 1.966 -2.469 -1.573  -1.16
O3 2.499 -1.841 1.090  -1.22
C1 -0.314 -3.050 0.249  -0.42
C2 -0.759 -3.970 -0.690  -0.17
C3 -2.090 -4.344 -0.750  -0.21
C4 -2.999 -3.816 0.142  -0.20
C5 -2.581 -2.898 1.089  -0.22
C6 -1.255 -2.508 1.150  -0.23
S1 -0.931 -1.055 2.166  2.34
O4 -2.043 -0.851 3.048  -0.96
O5 0.385 -1.267 2.798  -1.03
O6 -0.752 -0.013 1.114  -1.05
H1 2.985 -4.582 -0.206  0.48
H2 -0.050 -4.368 -1.405  0.24
H3 -2.418 -5.035 -1.517  0.20
H4 -4.043 -4.096 0.086  0.20
H5 -3.276 -2.442 1.783  0.24
C7 0.495 -0.767 -5.249  -0.61
C8 0.928 -0.376 -3.843  -0.25
N1 0.217 0.807 -3.363  -0.64
C9 -0.894 0.736 -2.632  0.36
S2 -1.763 -0.707 -2.371  -0.43
N2 -1.404 1.888 -2.158  -0.60
C10 -0.958 3.251 -2.393  -0.22
C11 -0.364 3.908 -1.153  -0.62
H6 1.068 -1.629 -5.593  0.20
H7 0.650 0.058 -5.946  0.19
H8 -0.563 -1.031 -5.246  0.21
H9 1.990 -0.126 -3.813  0.22
H10 0.755 -1.200 -3.148  0.26
H11 0.811 1.624 -3.306  0.43
H12 -2.141 1.748 -1.481  0.41
H13 -1.830 3.819 -2.738  0.17
H14 -0.227 3.255 -3.201  0.21
H15 -1.104 3.995 -0.357  0.19
H16 0.028 4.897 -1.392  0.21
H17 0.473 3.317 -0.771  0.26
C12 1.685 2.603 5.231  -0.76
S3 0.565 1.246 4.842  0.22
C13 -0.855 1.820 5.794  -0.75
H18 1.140 3.546 5.223  0.21
H19 2.438 2.658 4.444  0.27
H20 2.166 2.449 6.198  0.19
H21 -0.640 1.851 6.862  0.19
H22 -1.662 1.113 5.606  0.23
H23 -1.160 2.809 5.452  0.20

---

C13H23B2BrCl3NO | wB97M-V/def2-TZVPD

Output
- total charge = 0
- gap between HOMO and LUMO (eV) = 7.306
- spin multiplicity = 1

Each line ends with the natural charge from an NBO analysis.
Cartesian coordinates (Å):
Cl1 -1.779 -3.399 -1.584  -0.30
B1 -1.588 -1.715 -2.394  0.51
Cl2 -1.791 -1.809 -4.279  -0.32
Cl3 -2.960 -0.583 -1.705  -0.35
O1 -0.277 -1.246 -2.117  -0.77
C1 0.315 0.017 -2.369  -0.06
C2 1.129 0.107 -3.649  -0.02
C3 0.842 0.786 -4.839  -0.20
C4 1.898 0.944 -5.755  -0.21
C5 3.171 0.419 -5.498  -0.23
C6 3.403 -0.313 -4.340  -0.21
C7 2.364 -0.501 -3.449  -0.21
H1 -0.333 0.870 -2.120  0.18
H2 -0.166 1.110 -5.075  0.23
H3 1.719 1.498 -6.666  0.21
H4 3.976 0.497 -6.234  0.21
H5 4.363 -0.745 -4.069  0.21
H6 2.486 -1.121 -2.572  0.21
C8 1.212 -1.108 3.157  -0.65
C9 0.669 -0.025 2.258  -0.22
N1 -0.695 0.432 2.771  -0.42
C10 -1.644 -0.732 2.791  -0.21
C11 -1.704 -1.375 1.438  -0.67
C12 -0.554 1.084 4.085  -0.22
C13 -1.726 2.045 4.103  -0.54
B2 -1.420 1.726 2.169  0.24
Br1 -0.269 2.802 1.053  -0.01
H7 1.100 -0.014 -1.627  0.16
H8 2.244 -1.351 2.881  0.25
H9 1.259 -0.800 4.202  0.20
H10 0.622 -2.032 3.129  0.23
H11 1.316 0.853 2.200  0.23
H12 0.527 -0.375 1.238  0.26
H13 -1.276 -1.420 3.556  0.21
H14 -2.643 -0.393 3.080  0.22
H15 -2.269 -2.302 1.471  0.26
H16 -2.155 -0.735 0.684  0.27
H17 -0.726 -1.642 1.053  0.23
H18 -0.524 0.352 4.901  0.24
H19 0.406 1.606 4.115  0.24
H20 -1.563 2.801 4.859  0.29
H21 -1.750 2.686 3.139  0.26
H22 -2.700 1.567 4.256  0.27
H23 -2.512 1.529 1.752  0.02

---

C13H23BBrCaNO11PS | wB97M-V/def2-TZVPD

Output
- total charge = +1
- gap between HOMO and LUMO (eV) = 1.991
- spin multiplicity = 1

Each line ends with the natural charge from an NBO analysis.
Cartesian coordinates (Å):
C1 0.033 -0.852 0.844  -0.64
C2 0.343 0.105 2.001  -0.72
P1 -0.133 1.846 1.746  0.85
C3 0.894 2.764 0.560  -0.72
C4 1.022 2.227 -0.875  -0.58
C5 -1.934 2.097 1.525  -0.51
C6 -2.741 1.062 2.337  -0.70
S1 -4.107 0.245 1.515  2.38
O1 -5.121 0.030 2.466  -0.89
O2 -3.597 -0.904 0.875  -0.93
O3 -4.662 1.244 0.354  -0.67
C7 -3.957 2.441 0.180  -0.06
C8 -2.465 2.296 0.092  -0.28
C9 -2.104 1.229 -0.953  -0.63
H1 0.699 -1.714 0.866  0.18
H2 -0.977 -1.252 0.916  0.20
H3 0.151 -0.407 -0.126  0.27
H4 1.404 0.083 2.219  0.27
H5 -0.128 -0.257 2.907  0.23
H6 0.538 3.788 0.552  0.25
H7 1.880 2.815 1.004  0.27
H8 2.168 2.110 -1.090  0.24
H9 0.584 1.262 -1.077  0.25
H10 0.663 2.970 -1.570  0.22
H11 -2.145 3.049 2.031  0.21
H12 -3.180 1.553 3.195  0.27
H13 -2.144 0.245 2.712  0.27
H14 -4.255 3.146 0.988  0.02
H15 -4.319 2.867 -0.775  0.21
H16 -2.074 3.258 -0.244  0.22
H17 -3.004 0.916 -1.468  0.23
H18 -1.689 0.333 -0.522  0.25
H19 -1.474 1.642 -1.721  0.25
B1 3.526 -2.199 -2.190  1.15
O4 3.158 -2.375 -3.612  -0.63
C10 1.989 -1.792 -3.844  0.67
O5 1.394 -1.759 -4.878  -0.52
C11 1.506 -1.190 -2.526  0.69
O6 0.467 -0.620 -2.308  -0.62
O7 2.405 -1.423 -1.594  -0.66
O8 3.662 -3.488 -1.486  -0.68
C12 4.891 -3.566 -0.968  0.67
O9 5.312 -4.480 -0.325  -0.54
C13 5.635 -2.278 -1.323  0.67
O10 6.751 -2.004 -1.009  -0.52
O11 4.805 -1.503 -2.028  -0.65
N1 0.251 -4.243 1.647  -0.86
H20 -0.544 -3.631 1.841  0.46
H21 1.023 -4.012 2.277  0.46
H22 -0.020 -5.220 1.782  0.46
H23 0.554 -4.102 0.676  0.48
Ca1 -4.382 4.858 0.682  0.97
Br1 3.448 2.789 -2.279  -0.21

---

Total energy per entry: -906.416452; -10039.635504; -4643.520400; -5407.213081 a.u.